This record from OMol25 describes a gas-phase ion, C6H9N2O (charge +1). The level of theory is ωB97M-V/def2-TZVPD.

Structure (XYZ):
```
18
Properties=species:S:1:pos:R:3:forces:R:3:nbo_charge:R:1
C -2.312452 0.829102 -0.447429 0.235 -0.322 -0.074 -0.2912
C -1.227966 1.404538 0.127223 1.250 -1.742 -0.023 0.0830
C -1.987219 -0.516546 -0.606886 -1.732 1.278 -0.462 0.0622
C 0.991405 0.461919 0.873067 2.614 -0.557 0.389 -0.3601
C -0.176476 -1.941459 0.021227 -1.147 -0.487 -2.707 -0.1135
C 2.086997 -0.058128 -0.039513 -0.935 -0.291 0.958 0.1568
N -0.251758 0.479542 0.220732 -1.148 -1.383 0.663 -0.1406
N -0.773661 -0.784416 -0.177649 0.074 4.738 0.908 -0.1308
O 2.194358 0.464008 -1.271583 -0.942 -0.055 0.480 -0.6756
H -3.181312 1.391353 -0.657801 -0.927 -0.139 -0.329 0.2701
H -1.046413 2.313866 0.589590 0.139 1.782 0.303 0.2486
H -2.657019 -1.268723 -0.881652 -0.600 -1.175 -0.569 0.2482
H 1.096770 0.020900 1.894622 -0.902 -0.942 -0.873 0.2412
H 1.416273 1.377194 1.229252 -0.767 1.843 -0.620 0.2740
H -0.547647 -2.601567 -0.723697 0.365 -1.390 0.141 0.2272
H 0.487460 -2.008166 0.765396 2.338 -0.814 2.376 0.2149
H 2.857632 -0.406770 0.615475 1.319 -0.229 -0.664 0.1711
H 3.031021 0.843347 -1.530366 0.766 -0.116 0.103 0.5146
```
Positions in Å, forces in eV/Å.

Its LUMO energy (alpha / beta) is -3.49 / -5.20 eV. As for the HOMO energy (alpha / beta): -0.46170 / -0.43091 Eh. As for the charge: +1. The calculation puts the gap between HOMO and LUMO (alpha / beta) at 0.3335 / 0.2400 hartree. Its energy above the lowest of the compared OMol25 structures with the same formula, charge and spin is 439.15 kJ/mol. The multiplicity is 1.

This record from OMol25 describes C5H11P in the gas phase. The level of theory is ωB97M-V/def2-TZVPD.

Structure (XYZ):
```
17
Properties=species:S:1:pos:R:3:forces:R:3:nbo_charge:R:1
C -1.428045 0.558838 0.178302 2.312 -1.179 -1.797 -0.5057
C -0.460243 -0.083337 -0.913503 -0.385 0.796 -1.246 -0.3700
C -0.890983 1.865437 0.495061 0.023 -2.610 3.764 -0.2934
C 0.891309 -0.673380 -0.363995 0.577 0.413 -1.102 -0.5051
C 0.698679 -1.541233 0.899049 -2.285 1.812 0.305 -0.6336
P 1.968414 0.881485 -0.025295 -1.196 -1.379 2.617 0.3211
H -2.271485 0.497672 -0.447561 -1.805 0.559 -0.208 0.2233
H -1.443291 -0.215170 0.887918 -0.602 -0.311 1.737 0.2125
H -1.101019 -0.852581 -1.460397 1.109 0.749 0.350 0.2005
H -0.318138 0.883706 -1.552212 0.213 -2.310 0.235 0.2025
H -0.678997 2.452781 -0.286554 0.641 2.689 -2.377 0.1710
H -0.555848 2.015118 1.523190 -0.132 0.623 -0.522 0.1990
H 1.445828 -1.348808 -1.213633 -1.466 1.751 1.924 0.2368
H 0.868968 -1.096664 1.918939 -0.243 -0.006 -1.194 0.2167
H 1.333850 -2.312988 0.784687 2.491 -2.682 0.059 0.2135
H -0.291515 -2.043681 0.883840 0.281 0.493 0.133 0.2015
H 2.232511 1.012810 -1.307837 0.467 0.593 -2.677 -0.0905
```
Positions in Å, forces in eV/Å.

Its LUMO energy (alpha / beta) is -0.52 / 0.30 eV. As for the HOMO energy (alpha / beta): -0.28937 / -0.29422 Eh. The calculation puts the gap between HOMO and LUMO (alpha / beta) at 0.2702 / 0.3053 hartree. Its energy above the lowest of the compared OMol25 structures with the same formula, charge and spin is 367.54 kJ/mol. The multiplicity is 1.

This record from OMol25 describes 2 unconnected molecules or ions with the total composition C30H32BF5O2. The level of theory is ωB97M-V/def2-TZVPD.

Structure (XYZ):
```
70
Properties=species:S:1:pos:R:3:forces:R:3:nbo_charge:R:1
C 4.032683 -0.828981 3.630041 0.548 -0.305 -0.192 -0.6143
C 3.632004 -1.668565 2.384107 0.066 -1.524 4.007 -0.3785
C 3.042138 -1.215539 1.128799 -0.188 -0.043 -1.760 -0.2915
C 1.867846 -0.296752 1.405131 0.297 1.281 -0.005 -0.1533
C 1.951092 0.865227 2.103941 0.657 -1.331 -0.888 -0.2241
C 0.873373 1.830804 2.137556 -1.267 0.395 0.525 0.0564
C 1.123896 3.144079 2.593681 0.166 -0.794 -0.627 -0.2372
C 0.123860 4.098092 2.531479 -0.208 -0.027 -0.005 -0.1843
C -1.162624 3.766669 2.107638 0.257 -0.393 0.093 -0.2962
C -1.403760 2.452528 1.737168 -0.238 -0.668 -0.061 0.4109
F -2.661285 2.084149 1.345730 0.524 0.372 0.192 -0.3340
C -0.437251 1.457508 1.752766 0.545 0.923 -0.130 -0.3061
C 2.710576 -2.598070 0.459960 -0.614 0.358 1.061 0.0362
C 3.696382 -3.613782 0.379712 -0.061 0.197 -1.061 -0.2367
C 3.454549 -4.723632 -0.427819 -0.925 -0.119 0.294 -0.1829
C 2.150887 -4.950959 -0.929154 0.126 0.324 -0.293 -0.3032
C 1.135388 -4.068994 -0.582562 -0.367 -0.035 0.226 0.3941
F -0.168344 -4.285814 -0.997427 1.319 -0.035 0.386 -0.3381
C 1.377509 -2.927205 0.184380 0.470 -0.032 -0.982 -0.2586
H 5.017716 -0.321170 3.503437 -0.726 -0.148 0.113 0.2000
H 3.262338 -0.121213 3.973255 0.401 -0.394 -0.153 0.2141
H 4.147646 -1.602590 4.422261 0.087 0.696 -0.297 0.2170
H 4.408982 -2.427352 2.260177 0.173 0.649 -0.148 0.2060
H 2.818213 -2.320306 2.802231 0.427 0.413 -0.085 0.1973
H 3.754656 -0.669598 0.446854 -0.501 -0.485 0.590 0.2255
H 0.920969 -0.454379 0.886905 0.429 -0.168 0.050 0.1917
H 2.873933 1.194450 2.592809 -0.281 -0.244 -0.361 0.2095
H 2.145947 3.393441 2.901159 -0.480 0.014 -0.062 0.2135
H 0.354097 5.116037 2.804837 -0.090 0.122 0.107 0.2182
H -1.969408 4.478712 2.092819 -0.074 0.155 -0.068 0.2332
H -0.660030 0.450903 1.389842 -0.142 0.506 0.303 0.2251
H 4.655804 -3.549317 0.907583 -0.356 0.250 -0.766 0.2189
H 4.252507 -5.443983 -0.642829 -0.407 0.286 0.176 0.2227
H 1.939679 -5.755930 -1.627749 0.023 0.005 0.270 0.2325
H 0.544009 -2.291897 0.493634 0.336 -0.210 -0.450 0.2203
C -1.196852 -1.445698 3.758663 -0.403 0.015 -0.331 -0.6240
C -0.683117 -2.234302 4.948135 0.057 -0.025 0.220 0.2390
C -1.553320 -2.030307 6.223393 -0.162 -0.184 -0.238 -0.6406
O 0.581671 -1.631156 5.336846 -0.160 -1.359 0.537 -0.7216
B 1.155895 -2.728230 5.988618 1.574 0.487 -1.796 1.1245
C 1.960503 -2.547528 7.260677 1.962 0.192 0.148 -0.3444
C 2.125430 -1.274540 7.834447 -0.409 -0.339 0.521 -0.1533
C 2.267895 -1.188680 9.216437 0.094 -0.289 -0.113 -0.2095
C 2.361258 -2.376582 9.936262 -0.155 0.158 0.324 -0.1433
C 2.098525 -2.389044 11.411346 0.287 -0.011 0.573 0.9753
F 1.113887 -3.291880 11.714786 0.770 0.720 -0.019 -0.3274
F 3.216937 -2.762741 12.112405 -0.950 0.264 -0.233 -0.3307
F 1.698833 -1.175930 11.887060 0.323 -0.971 -0.197 -0.3243
C 2.632589 -3.594242 9.314634 0.025 0.352 -0.116 -0.1943
C 2.520631 -3.654154 7.932970 -0.613 0.185 0.500 -0.1656
O 0.982419 -3.950480 5.372095 -0.668 1.298 0.455 -0.7065
C -0.259120 -3.765834 4.627018 -0.125 -0.031 -0.001 0.2438
C -1.141889 -4.863829 5.201858 -0.390 0.086 -0.021 -0.6257
C 0.009441 -4.018275 3.150651 0.089 0.142 -0.253 -0.6320
H -2.122094 -1.874259 3.348822 0.178 0.016 0.119 0.2146
H -1.418930 -0.407947 4.040656 0.113 -0.271 0.105 0.2282
H -0.451697 -1.405290 2.951659 -0.140 -0.100 0.324 0.2170
H -2.588283 -2.376520 6.132201 0.162 -0.066 -0.145 0.2169
H -1.115215 -2.507698 7.120014 -0.073 0.026 -0.476 0.2147
H -1.580581 -0.953646 6.439425 0.048 -0.254 -0.160 0.2291
H 2.100910 -0.369894 7.229171 -0.559 -0.243 0.084 0.2297
H 2.235081 -0.237549 9.734395 0.015 -0.083 -0.074 0.2355
H 2.846935 -4.469351 9.919237 0.093 0.066 -0.139 0.2313
H 2.811683 -4.556917 7.402943 -0.624 -0.018 -0.001 0.2292
H -2.162985 -4.821655 4.815197 0.004 0.019 0.026 0.2104
H -0.706693 -5.830531 4.916363 -0.123 0.230 0.109 0.2228
H -1.161641 -4.808646 6.298294 -0.071 0.012 -0.309 0.2197
H -0.921344 -4.029677 2.572447 0.075 0.053 0.117 0.2161
H 0.677061 -3.277739 2.695269 -0.134 -0.072 0.300 0.2151
H 0.487075 -4.990898 3.014317 -0.037 0.004 0.160 0.2260
```
Positions in Å, forces in eV/Å.

Its SMILES is CC[C@H](/C=C/c1cccc(F)c1)c1cccc(F)c1.CC1(C)OB(c2ccc(C(F)(F)F)cc2)OC1(C)C. Its LUMO energy is 0.03 eV. As for the HOMO energy: -0.31718 Eh. The calculation puts the gap between HOMO and LUMO at 0.3181 hartree. The multiplicity is 1.

This record from OMol25 describes 7 unconnected molecules or ions with the total composition C3H17NO8S. The level of theory is ωB97M-V/def2-TZVPD.

Structure (XYZ):
```
30
Properties=species:S:1:pos:R:3:forces:R:3:nbo_charge:R:1
O 0.112969 -1.372199 -0.884445 -0.151 0.688 -0.028 -0.8735
C -0.384495 -0.207681 -1.114069 0.054 -1.408 0.220 0.7904
O -0.251974 0.393123 -2.187825 -0.064 0.476 0.186 -0.7607
C -1.170120 0.426874 0.059237 0.242 1.781 -1.555 -0.1744
C -2.251994 1.347059 -0.507113 -1.363 0.070 0.688 -0.4940
S -3.457256 1.958680 0.789466 0.317 -0.297 -0.114 -0.7636
N -0.210940 1.280621 0.797159 0.415 -1.095 1.013 -0.8765
H -1.620120 -0.339739 0.677874 0.278 -0.067 0.240 0.1938
H -1.834457 2.278797 -0.869143 0.474 -0.196 -0.428 0.1909
H -2.782779 0.857509 -1.331613 0.010 0.065 0.163 0.1877
H -0.725305 1.765385 1.526070 -0.146 0.184 -0.165 0.3869
H 0.198325 1.956364 0.169318 -0.324 0.187 -0.260 0.3494
H 1.805225 0.348727 -2.449856 0.446 -0.461 -0.361 0.4940
H 1.429466 1.550413 -3.042931 0.305 0.254 -0.487 0.4823
O 2.239644 1.012350 -3.021593 -0.679 0.115 0.749 -0.9796
H 2.262446 3.079494 0.015783 0.094 0.042 0.032 0.4589
H 2.608040 2.130585 -1.106758 0.175 -0.094 -0.371 0.4965
O 2.787021 3.026281 -0.789950 -0.176 0.077 0.277 -0.9614
H -2.727948 -1.096223 2.363244 -0.021 0.049 0.029 0.4552
H -3.514817 0.215895 2.319223 -0.056 -0.233 -0.204 0.5011
O -3.504614 -0.678269 2.747730 0.008 0.133 0.154 -1.0093
H 1.474991 -0.848300 0.044958 0.320 -0.096 0.257 0.5027
H 1.462243 0.188500 1.117251 0.054 -0.055 -0.050 0.4993
O 2.078048 -0.478513 0.743496 -0.318 0.440 -0.326 -1.0158
H 0.392446 -3.071070 -0.790992 0.405 -0.263 -0.006 0.5181
H -0.511369 -3.897753 -0.029038 0.178 -0.432 0.173 0.4581
O 0.367456 -3.991441 -0.424009 -0.532 0.598 -0.082 -0.9969
H 2.023492 -1.826186 1.661380 0.228 -0.821 0.659 0.4955
H 1.670428 -3.278521 1.404376 -0.076 -0.155 0.114 0.4719
O 2.035950 -2.730749 2.112763 -0.097 0.516 -0.516 -1.0272
```
Positions in Å, forces in eV/Å.

Its LUMO energy is 5.55 eV. As for the HOMO energy: -0.03370 Eh. As for the charge: -2. The calculation puts the gap between HOMO and LUMO at 0.2377 hartree. Its energy above the lowest of the compared OMol25 structures with the same formula, charge and spin is 20.31 kJ/mol. The multiplicity is 1.